1.
# C4H3N

The molecule C4H3N (ωB97M-V/def2-TZVPD, the Open Molecules 2025 dataset).

## Properties
Spin multiplicity ... 1
LUMO level ... -0.22 eV
HOMO-LUMO gap ... 0.3071 hartree
Relative energy (zero: lowest compared OMol25 entry of this formula, charge and spin) ... 380.4 kJ/mol
Net charge ... 0
Maximum force ... 1.8 eV/A

Bonds (Å) are listed after each position.
Geometry (Å):
1 C 2.061 0.565 0.058  C2 1.208, H6 1.070
2 C 0.980 0.051 -0.110  C1 1.208, C3 1.424
3 C -0.289 -0.567 -0.300  C2 1.424, C4 1.414, H8 1.087
4 C -1.496 0.162 -0.185  C3 1.414, N5 1.187, H7 1.201
5 N -2.512 0.727 0.052  C4 1.187
6 H 3.011 1.030 0.214  C1 1.070
7 H -1.408 -0.365 0.891  C4 1.201
8 H -0.348 -1.604 -0.619  C3 1.087



2.
# C4H3N2O3

The ion C4H3N2O3 with charge -1 (ωB97M-V/def2-TZVPD, the Open Molecules 2025 dataset).

## Properties
Spin multiplicity ... 1
LUMO level ... 4.04 eV
SMILES ... O=c1nccc([O-])n1O
HOMO-LUMO gap ... 0.2942 hartree
Relative energy (zero: lowest compared OMol25 entry of this formula, charge and spin) ... 185.8 kJ/mol
Net charge ... -1
Maximum force ... 2.4 eV/A

Bonds (Å) are listed after each position.
Geometry (Å):
1 O -2.593 0.834 0.043  C2 1.252
2 C -1.351 0.677 0.025  O1 1.252, N3 1.383, N8 1.434
3 N -0.512 1.775 0.082  C2 1.383, C4 1.309
4 C 0.770 1.530 -0.020  N3 1.309, C5 1.347, H10 1.080
5 C 1.369 0.325 0.034  C4 1.347, C6 1.408, H11 1.098
6 C 0.604 -0.857 0.064  C5 1.408, O7 1.248, N8 1.361
7 O 0.987 -2.041 -0.027  C6 1.248
8 N -0.734 -0.614 0.113  C2 1.434, C6 1.361, O9 1.401
9 O -1.504 -1.783 0.047  N8 1.401, H12 0.970
10 H 1.481 2.318 0.178  C4 1.080
11 H 2.420 0.347 -0.284  C5 1.098
12 H -0.939 -2.511 -0.255  O9 0.970



3.
# C4H3N3

The molecule C4H3N3 (ωB97M-V/def2-TZVPD, the Open Molecules 2025 dataset).

## Properties
Spin multiplicity ... 1
LUMO level ... -1.17 eV
HOMO-LUMO gap ... 0.3214 hartree
Relative energy (zero: lowest compared OMol25 entry of this formula, charge and spin) ... 433.1 kJ/mol
Net charge ... 0
Maximum force ... 0.8 eV/A

Bonds (Å) are listed after each position.
Geometry (Å):
1 C -1.522 -0.131 0.519  C2 1.310, C3 1.470, H8 1.097
2 C -2.585 0.060 -0.223  C1 1.310
3 C -0.123 -0.064 0.076  C1 1.470, C4 1.374, N7 1.356
4 C 0.950 -0.915 0.185  C3 1.374, N5 1.359, H9 1.079
5 N 2.027 -0.341 -0.412  C4 1.359, N6 1.295
6 N 1.685 0.814 -0.887  N5 1.295, N7 1.334
7 N 0.393 0.990 -0.603  C3 1.356, N6 1.334, H10 1.009
8 H -1.762 -0.373 1.562  C1 1.097
9 H 1.005 -1.891 0.641  C4 1.079
10 H -0.069 1.850 -0.859  N7 1.009



4.
# C4H3N3

The molecule C4H3N3 (ωB97M-V/def2-TZVPD, the Open Molecules 2025 dataset).

## Properties
Spin multiplicity ... 1
LUMO level ... 0.67 eV
SMILES ... N#Cc1cc[nH]n1
HOMO-LUMO gap ... 0.3986 hartree
Relative energy (zero: lowest compared OMol25 entry of this formula, charge and spin) ... 72.5 kJ/mol
Net charge ... 0
Maximum force ... 2.6 eV/A

Bonds (Å) are listed after each position.
Geometry (Å):
1 N 2.934 -0.003 0.049  C2 1.135
2 C 1.800 0.007 -0.001  N1 1.135, C3 1.440
3 C 0.363 0.085 -0.044  C2 1.440, C4 1.444, N7 1.381
4 C -0.579 1.180 -0.038  C3 1.444, C5 1.396, H8 1.114
5 C -1.839 0.585 0.044  C4 1.396, N6 1.338, H9 1.073
6 N -1.613 -0.734 0.076  C5 1.338, N7 1.362, H10 0.961
7 N -0.315 -1.117 -0.079  C3 1.381, N6 1.362
8 H -0.374 2.275 -0.039  C4 1.114
9 H -2.835 0.978 -0.025  C5 1.073
10 H -2.295 -1.405 -0.018  N6 0.961